The following is a DFT calculation (ωB97M-V with the def2-TZVPD basis set) of C5H11NO in the gas phase in a non-equilibrium geometry.

Geometry as XYZ:
```
18
Properties=species:S:1:pos:R:3:mulliken_charge:R:1
C 1.92 -1.02 -1.47 -1.233
C 1.20 -0.53 -0.18 -0.383
C 0.53 0.87 -0.29 -0.602
C -1.05 0.86 -0.14 -0.823
N -1.62 -0.07 0.82 -0.117
C -2.17 0.23 2.04 0.028
O -2.30 1.38 2.46 -0.579
H 2.22 -1.99 -1.12 0.356
H 2.78 -0.48 -1.69 0.364
H 1.29 -1.04 -2.36 0.335
H 0.49 -1.21 0.28 0.385
H 1.97 -0.34 0.54 0.222
H 0.94 1.33 -1.23 0.348
H 0.78 1.62 0.48 0.350
H -1.36 0.33 -1.04 0.337
H -1.48 1.86 -0.15 0.371
H -1.57 -1.10 0.56 0.322
H -2.57 -0.71 2.48 0.320
```

Summary:
E_LUMO   0.77 eV
Energy relative to the best compared isomer or geometry (same formula, charge and spin)   1.480 eV
SMILES   CCCCNC=O
HOMO-LUMO gap   10.30 eV

The following is a DFT calculation (ωB97M-V with the def2-TZVPD basis set) of 3 unconnected molecules or ions with the total composition C5H11NO.

Geometry as XYZ:
```
18
Properties=species:S:1:pos:R:3:mulliken_charge:R:1
C 2.43 0.13 -0.46 -0.615
N 1.56 -0.69 0.11 -0.105
C 0.57 -0.02 0.94 0.399
O 0.98 0.76 1.79 -0.651
C -0.68 -0.04 0.27 0.592
C -1.26 -1.25 -0.43 -1.184
C -1.71 0.94 0.75 -1.475
H 1.10 1.09 -1.22 0.098
H 3.00 -0.21 -1.32 0.327
H 2.79 0.96 0.14 0.326
H 1.22 -1.45 -0.47 0.271
H 0.30 0.91 -0.93 0.034
H -2.00 -1.73 0.22 0.290
H -0.54 -2.02 -0.72 0.353
H -1.79 -0.95 -1.35 0.273
H -2.45 1.15 -0.02 0.384
H -2.25 0.53 1.62 0.367
H -1.25 1.88 1.07 0.315
```

Summary:
E_LUMO (alpha / beta)   0.15 / 0.15 eV
Energy relative to the best compared isomer or geometry (same formula, charge and spin)   4.377 eV
HOMO-LUMO gap (alpha / beta)   7.71 / 7.71 eV

The following is a DFT calculation (ωB97M-V with the def2-TZVPD basis set) of C5H11NO in the gas phase.

Geometry as XYZ:
```
18
Properties=species:S:1:pos:R:3:mulliken_charge:R:1
C 1.12 -2.11 -0.41 -1.150
C -0.32 -1.61 -0.29 -0.263
C -0.62 -0.89 1.03 -0.749
N 0.18 0.29 1.31 0.210
C 0.06 1.56 0.94 -0.682
O -0.91 1.72 0.02 -0.162
C -0.66 3.00 -0.58 -0.546
H 1.26 -2.68 -1.33 0.341
H 1.83 -1.28 -0.41 0.303
H 1.38 -2.78 0.43 0.302
H -0.56 -0.95 -1.13 0.274
H -1.01 -2.47 -0.35 0.288
H -1.68 -0.60 1.05 0.299
H -0.44 -1.57 1.87 0.411
H 0.96 0.19 1.94 0.303
H -1.04 2.96 -1.59 0.229
H 0.42 3.16 -0.59 0.353
H -1.12 3.79 0.02 0.240
```

Summary:
E_LUMO   1.02 eV
Energy relative to the best compared isomer or geometry (same formula, charge and spin)   2.597 eV
HOMO-LUMO gap   9.32 eV

The following is a DFT calculation (ωB97M-V with the def2-TZVPD basis set) of C5H11NO in the gas phase.

Geometry as XYZ:
```
18
Properties=species:S:1:pos:R:3:mulliken_charge:R:1
C -2.28 0.21 -0.77 -1.114
C -1.36 0.65 0.36 -0.450
C -0.41 -0.44 0.85 -0.619
N 0.42 -1.03 -0.22 -0.362
C 1.32 -0.05 -0.73 0.626
C 2.61 0.02 0.04 -1.086
O 0.99 0.74 -1.58 -0.517
H -2.98 1.02 -1.01 0.352
H -1.70 -0.01 -1.66 0.279
H -2.86 -0.68 -0.51 0.303
H -0.78 1.51 0.03 0.280
H -1.94 0.97 1.24 0.372
H 0.25 0.00 1.63 0.252
H -0.95 -1.26 1.32 0.458
H 0.95 -1.79 0.19 0.296
H 3.10 -0.95 0.13 0.331
H 2.32 0.33 1.06 0.273
H 3.31 0.75 -0.37 0.325
```

Summary:
E_LUMO   0.87 eV
Energy relative to the best compared isomer or geometry (same formula, charge and spin)   0.804 eV
SMILES   CCCNC(C)=O
HOMO-LUMO gap   10.48 eV

The following is a DFT calculation (ωB97M-V with the def2-TZVPD basis set) of C5H11NO in the gas phase in a non-equilibrium geometry.

Geometry as XYZ:
```
18
Properties=species:S:1:pos:R:3:mulliken_charge:R:1
C 2.31 0.50 0.76 -1.078
C 1.06 0.99 0.00 -0.565
N 0.15 -0.05 -0.39 0.148
C 0.59 -1.02 -1.40 -1.066
C -1.13 -0.25 0.08 0.834
C -1.52 0.48 1.37 -1.171
O -2.01 -0.80 -0.57 -0.631
H 2.11 0.04 1.73 0.257
H 2.82 -0.22 0.13 0.327
H 2.92 1.37 0.97 0.392
H 1.43 1.58 -0.85 0.318
H 0.52 1.66 0.67 0.320
H -0.17 -1.74 -1.66 0.359
H 1.41 -1.57 -0.91 0.326
H 1.03 -0.48 -2.24 0.309
H -2.25 -0.17 1.84 0.324
H -0.61 0.40 1.98 0.334
H -1.86 1.50 1.26 0.265
```

Summary:
E_LUMO   0.91 eV
Energy relative to the best compared isomer or geometry (same formula, charge and spin)   0.861 eV
SMILES   CCN(C)C(C)=O
HOMO-LUMO gap   9.97 eV

The following is a DFT calculation (ωB97M-V with the def2-TZVPD basis set) of C5H11NO in the gas phase in a non-equilibrium geometry.

Geometry as XYZ:
```
18
Properties=species:S:1:pos:R:3:mulliken_charge:R:1
C 0.20 1.54 1.69 -1.236
C -0.16 0.92 0.33 -0.360
C 0.22 -0.54 0.23 0.133
C -0.64 -1.46 1.09 -0.123
O -1.43 -1.11 1.92 -0.457
N 0.28 -1.13 -1.10 -0.309
C 0.25 -0.31 -2.28 -0.958
H 1.07 2.14 1.61 0.388
H 0.47 0.75 2.39 0.314
H -0.64 2.08 2.10 0.279
H 0.38 1.44 -0.45 0.321
H -1.21 1.07 0.07 0.343
H 1.21 -0.69 0.67 0.175
H -0.40 -2.53 0.86 0.328
H -0.26 -1.97 -1.24 0.213
H -0.63 0.34 -2.35 0.324
H 0.24 -0.94 -3.17 0.333
H 1.07 0.41 -2.37 0.292
```

Summary:
E_LUMO   0.93 eV
Energy relative to the best compared isomer or geometry (same formula, charge and spin)   1.773 eV
SMILES   CC[C@@H](C=O)NC
HOMO-LUMO gap   9.56 eV

The following is a DFT calculation (ωB97M-V with the def2-TZVPD basis set) of C5H11NO in the gas phase.

Geometry as XYZ:
```
18
Properties=species:S:1:pos:R:3:mulliken_charge:R:1
C 1.61 -1.53 0.57 -0.678
C 1.26 1.38 -0.37 -0.831
N 0.04 0.81 -0.28 0.105
C -1.06 1.74 0.04 -1.154
C -0.24 -0.48 -0.41 0.814
O 0.81 -1.33 -0.60 -0.433
C -1.58 -1.13 -0.23 -1.331
H 2.33 -0.71 0.71 0.285
H 2.15 -2.47 0.41 0.233
H 0.98 -1.61 1.46 0.281
H 2.06 0.81 -0.82 0.311
H 1.30 2.45 -0.34 0.298
H -1.13 2.46 -0.78 0.369
H -2.01 1.22 0.15 0.324
H -0.82 2.26 0.97 0.382
H -1.52 -2.11 -0.72 0.347
H -2.41 -0.59 -0.70 0.421
H -1.86 -1.31 0.82 0.256
```

Summary:
E_LUMO   0.94 eV
Energy relative to the best compared isomer or geometry (same formula, charge and spin)   3.713 eV
HOMO-LUMO gap   7.10 eV

The following is a DFT calculation (ωB97M-V with the def2-TZVPD basis set) of C5H11NO in the gas phase.

Geometry as XYZ:
```
18
Properties=species:S:1:pos:R:3:mulliken_charge:R:1
C -2.35 -0.26 -0.57 -1.150
C -1.45 0.83 0.01 -0.264
C -0.69 0.41 1.26 -0.749
N 0.21 -0.73 1.11 0.210
C 1.46 -0.83 0.69 -0.680
O 1.91 0.33 0.17 -0.162
C 3.07 -0.02 -0.58 -0.547
H -2.92 0.12 -1.43 0.341
H -1.75 -1.11 -0.92 0.303
H -3.06 -0.63 0.17 0.302
H -0.74 1.19 -0.74 0.274
H -2.07 1.70 0.29 0.289
H -0.10 1.25 1.64 0.299
H -1.40 0.11 2.04 0.410
H -0.12 -1.63 1.42 0.303
H 3.16 0.69 -1.40 0.229
H 2.94 -1.03 -0.98 0.356
H 3.96 -0.02 0.06 0.238
```

Summary:
E_LUMO   1.03 eV
Energy relative to the best compared isomer or geometry (same formula, charge and spin)   2.599 eV
HOMO-LUMO gap   9.31 eV

The following is a DFT calculation (ωB97M-V with the def2-TZVPD basis set) of C5H11NO in the gas phase.

Geometry as XYZ:
```
18
Properties=species:S:1:pos:R:3:mulliken_charge:R:1
C 2.75 0.17 -0.48 -0.905
N 1.37 -0.26 -0.53 -0.233
C 0.45 0.27 0.33 0.411
O 0.76 0.84 1.36 -0.640
C -1.00 0.17 -0.17 0.620
C -1.46 -1.27 -0.42 -1.269
C -1.94 0.91 0.77 -1.475
H 2.91 1.06 -1.10 0.286
H 3.42 -0.63 -0.82 0.291
H 2.99 0.43 0.55 0.337
H 1.03 -0.61 -1.41 0.244
H -1.00 0.69 -1.14 0.242
H -1.68 -1.77 0.53 0.311
H -0.72 -1.88 -0.94 0.363
H -2.38 -1.27 -1.02 0.343
H -2.93 1.02 0.32 0.406
H -2.06 0.36 1.72 0.329
H -1.55 1.90 1.02 0.340
```

Summary:
E_LUMO   0.88 eV
Energy relative to the best compared isomer or geometry (same formula, charge and spin)   0.189 eV
SMILES   CNC(=O)C(C)C
HOMO-LUMO gap   10.38 eV

The following is a DFT calculation (ωB97M-V with the def2-TZVPD basis set) of C5H11NO in the gas phase in a non-equilibrium geometry.

Geometry as XYZ:
```
18
Properties=species:S:1:pos:R:3:mulliken_charge:R:1
C -2.36 -1.14 1.09 -0.281
N -1.71 -0.16 1.52 -0.414
C -1.15 0.76 0.55 -0.382
C 0.35 0.91 0.74 -0.991
C 1.18 -0.12 0.01 -0.588
C 1.10 0.01 -1.50 -0.266
O 2.31 -0.36 -2.17 -0.557
H -2.83 -1.83 1.79 0.276
H -2.47 -1.35 0.02 0.231
H -1.65 1.71 0.72 0.363
H -1.36 0.44 -0.47 0.290
H 0.55 0.90 1.81 0.392
H 0.67 1.93 0.52 0.380
H 1.05 -1.13 0.40 0.394
H 2.21 0.03 0.36 0.361
H 0.96 1.05 -1.80 0.270
H 0.29 -0.63 -1.88 0.229
H 2.83 -1.02 -1.70 0.293
```

Summary:
E_LUMO   1.00 eV
Energy relative to the best compared isomer or geometry (same formula, charge and spin)   1.980 eV
SMILES   C=NCCCCO
HOMO-LUMO gap   10.82 eV